Record 1
{"formula": "C36H72O9", "method": "the ωB97M-V functional and the def2-TZVPD basis", "lumo_energy_ha": 0.0219, "orbital_gap_ev": 10.002, "relative_energy_kj_mol": 1539.0, "elements": ["C", "C", "C", "O", "C", "H", "H", "H", "H", "H", "H", "H", "H", "C", "C", "C", "O", "C", "H", "H", "H", "H", "H", "H", "H", "H", "C", "C", "C", "O", "C", "H", "H", "H", "H", "H", "H", "H", "H", "C", "C", "C", "O", "C", "H", "H", "H", "H", "H", "H", "H", "H", "C", "C", "C", "O", "C", "H", "H", "H", "H", "H", "H", "H", "H", "C", "C", "C", "O", "C", "H", "H", "H", "H", "H", "H", "H", "H", "C", "C", "C", "O", "C", "H", "H", "H", "H", "H", "H", "H", "H", "C", "C", "C", "O", "C", "H", "H", "H", "H", "H", "H", "H", "H", "C", "C", "C", "O", "C", "H", "H", "H", "H", "H", "H", "H", "H"], "positions_angstrom": [[36.3320, 11.1060, 17.9970], [37.2200, 12.1960, 18.5360], [36.3140, 13.1140, 19.2920], [34.9500, 12.7220, 18.9770], [35.0440, 11.2340, 18.8720], [36.6560, 10.0780, 18.2530], [35.9570, 11.1210, 17.0230], [37.7630, 12.8650, 17.6480], [38.1240, 12.0710, 19.1620], [36.4840, 14.1660, 18.9360], [36.3420, 13.3330, 20.3900], [34.1690, 10.8840, 18.5400], [35.2260, 10.8350, 19.7730], [40.1060, 14.8310, 19.9510], [41.6350, 15.0000, 20.0280], [41.9520, 14.6360, 21.4390], [40.7580, 14.0100, 21.9110], [39.6610, 14.6310, 21.3440], [40.0980, 13.9790, 19.6570], [39.5580, 15.5740, 19.2430], [41.8490, 16.0350, 19.9540], [42.1310, 14.1440, 19.4490], [42.1540, 15.5800, 22.0560], [42.7930, 13.9880, 21.4950], [39.6140, 15.6480, 21.8280], [38.8260, 13.9430, 21.4610], [41.2590, 11.0990, 19.7030], [41.2880, 9.6850, 20.3510], [40.1430, 9.0780, 19.6020], [40.0390, 9.8150, 18.3270], [40.9540, 10.8700, 18.3820], [42.1090, 11.6080, 19.9130], [40.7040, 11.7010, 20.3520], [41.1930, 9.5890, 21.5130], [42.1780, 9.1350, 19.9340], [39.1460, 9.2770, 19.9090], [40.1040, 8.0380, 19.5310], [40.4680, 11.7150, 18.0030], [41.7550, 10.8340, 17.7340], [38.6530, 10.5460, 13.5340], [37.7120, 9.5570, 14.1220], [36.7770, 9.3870, 12.8060], [36.8250, 10.5990, 12.0430], [38.1190, 11.0900, 12.2220], [39.7620, 10.1660, 13.4190], [38.8280, 11.1860, 14.3750], [37.0480, 9.9620, 14.8040], [38.0040, 8.5760, 14.4850], [35.7930, 9.1620, 13.0640], [37.0480, 8.4910, 12.2030], [38.1590, 12.1270, 12.3950], [38.6660, 10.7840, 11.1120], [33.0210, 10.2180, 13.7580], [31.9650, 11.3500, 14.0200], [31.6930, 11.2980, 15.5190], [31.9790, 9.8660, 15.6650], [33.2900, 9.7240, 15.0930], [33.8860, 10.7820, 13.0590], [32.3880, 9.4950, 13.4170], [31.1110, 11.4990, 13.3670], [32.6130, 12.2170, 13.9260], [30.7130, 11.5770, 15.6230], [32.2660, 12.0850, 15.8110], [33.4910, 8.6060, 15.0740], [34.0970, 10.2790, 15.7460], [39.3090, 14.7450, 14.6190], [40.7960, 14.9920, 14.5380], [41.1770, 15.0550, 15.9550], [40.0840, 14.7290, 16.7150], [38.9330, 14.9940, 16.0630], [39.1480, 13.6080, 14.2770], [38.4980, 15.2520, 14.0090], [40.9320, 15.9640, 14.0350], [41.2300, 14.4400, 13.8720], [41.4370, 15.9810, 16.2820], [41.9970, 14.4340, 16.3310], [38.8390, 16.1290, 16.2600], [38.0030, 14.7400, 16.4380], [33.8600, 15.7610, 21.1410], [34.7800, 16.6380, 20.4560], [35.9730, 16.4780, 21.2290], [36.0090, 15.1870, 21.7620], [34.6970, 14.9680, 22.2580], [33.5740, 15.0890, 20.3740], [32.8910, 16.1510, 21.6320], [34.5160, 17.6630, 20.6400], [34.9240, 16.4610, 19.4400], [35.9310, 17.3570, 21.7260], [36.7070, 16.6450, 20.4490], [34.5650, 15.4900, 23.1760], [34.5420, 13.8820, 22.3230], [37.3500, 11.6520, 22.8020], [36.9100, 12.0890, 24.2180], [37.8890, 11.5290, 25.1760], [38.6290, 10.5400, 24.3280], [38.6930, 11.1630, 22.9430], [37.3030, 12.4000, 22.1450], [36.8330, 10.7570, 22.3060], [35.8980, 11.6580, 24.3500], [36.8640, 13.2060, 24.4860], [37.1390, 10.8700, 25.7960], [38.5510, 12.2530, 25.7620], [38.9230, 10.5800, 22.1720], [39.6140, 11.9240, 22.7790], [35.3700, 13.4960, 14.3900], [34.8770, 13.9900, 12.9910], [34.1980, 15.2240, 13.4370], [33.6700, 14.9610, 14.8230], [34.5020, 14.2360, 15.4920], [36.3370, 13.9060, 14.2620], [35.3870, 12.4910, 14.6400], [34.1410, 13.2030, 12.6990], [35.5920, 14.1000, 12.1510], [33.4010, 15.5850, 12.6790], [34.8570, 15.9930, 13.5310], [34.2310, 13.5770, 16.1770], [35.0990, 14.8200, 16.1650]], "atomic_forces_ev_per_a": [[-1.058, -2.578, 3.010], [2.862, 2.687, -2.041], [-1.970, 2.862, 0.336], [0.500, -1.181, 0.231], [3.520, 4.947, -1.899], [0.507, 0.430, -0.661], [0.333, 0.502, -1.897], [-1.628, -1.836, 1.854], [-0.500, -1.326, -0.281], [-0.549, -0.682, -0.074], [0.631, -1.265, -0.590], [-3.231, -1.250, -1.839], [0.662, -1.306, 3.709], [-0.023, 9.570, 0.847], [-0.139, -1.164, -0.202], [-1.189, 1.690, 1.611], [1.705, -1.752, 1.467], [0.290, 2.442, 1.050], [-1.228, -10.179, -4.876], [0.917, -1.398, 1.446], [1.122, 0.716, -1.317], [-0.450, 2.180, -0.271], [-0.175, -1.175, -0.510], [0.490, -0.718, 0.529], [-1.058, -0.819, 0.033], [-0.354, 0.579, 0.165], [1.076, -1.696, 5.738], [0.563, -0.583, 0.518], [-1.577, 1.793, -0.870], [0.634, -1.855, -0.170], [-2.746, 0.512, -2.824], [3.568, 1.158, -0.069], [-2.524, 0.940, 0.368], [0.356, 0.356, -2.258], [-0.415, 0.501, 0.963], [-0.850, 0.456, 1.718], [0.811, -1.845, -0.904], [-1.270, 1.576, -0.849], [2.274, -1.189, -1.327], [4.528, -1.585, 0.788], [-1.894, -1.807, -4.166], [1.354, -1.073, 0.252], [-0.621, -0.659, 1.426], [1.484, -1.292, -2.657], [-2.122, 0.144, -0.103], [-0.067, 1.722, -0.210], [-0.933, 1.121, 1.745], [0.572, 0.104, -0.149], [-1.916, 0.145, 0.514], [0.557, 0.654, 0.031], [-0.435, 1.690, -0.828], [-0.573, 0.895, 3.450], [1.280, 4.735, -2.425], [2.151, 2.090, -0.270], [-0.290, -3.600, -4.288], [0.531, 1.189, 2.764], [1.163, -1.135, 2.832], [-2.128, -2.500, 1.691], [-0.665, -2.364, -2.456], [0.027, -0.648, -0.185], [-0.511, 0.836, -0.608], [-2.628, -0.210, 1.157], [2.441, 1.230, 2.710], [0.062, 1.383, 0.334], [-1.359, -0.928, -1.226], [-3.404, -2.951, -1.807], [-3.168, 5.201, 0.707], [1.453, -2.048, 0.927], [-0.175, -3.173, 3.571], [1.367, 4.465, -1.759], [0.077, 2.062, 1.207], [1.652, 0.006, 0.036], [0.065, 0.241, 0.561], [2.765, -4.199, -3.088], [1.039, 3.319, 0.327], [-0.004, -0.351, -0.569], [-0.285, -0.576, -1.121], [-1.434, -2.030, 0.983], [-3.563, -2.535, 2.459], [-1.851, 2.197, 0.304], [2.979, -1.497, -2.978], [0.817, 0.329, 0.938], [-0.353, 0.684, -2.480], [-0.863, -1.278, -0.288], [1.563, -0.156, -0.972], [-0.552, 0.706, -0.790], [-0.217, -0.496, -1.746], [0.975, 1.936, 3.832], [1.431, -0.514, 0.564], [-0.103, 0.086, 1.144], [-0.200, 0.473, 0.036], [-1.533, -2.051, 1.131], [-1.750, 2.160, -0.596], [-0.450, -3.463, 0.350], [0.748, 1.450, -0.779], [3.105, 3.023, 4.403], [-0.432, 3.143, -2.713], [-0.304, 1.340, 1.263], [0.484, 0.475, 0.315], [-0.272, -1.275, -1.353], [2.465, 1.085, -0.031], [-0.845, -1.175, -0.922], [0.872, -3.846, -2.414], [-2.088, -0.873, 1.297], [0.502, 2.373, -0.331], [-1.758, -2.931, 0.784], [-3.588, -0.583, -0.250], [-4.531, 3.179, -4.396], [6.246, -0.266, -2.097], [1.698, -0.003, 1.305], [0.235, -2.181, -0.333], [0.186, 0.887, -0.453], [-0.077, 0.014, 0.932], [0.719, -0.658, 1.797], [2.084, 2.369, 0.353], [-2.950, -3.453, 2.546], [1.325, 1.124, 0.213]], "lowdin_charge": [-0.134, -0.156, -0.225, -0.148, -0.110, 0.122, 0.060, 0.150, 0.104, 0.118, 0.098, 0.079, 0.072, -0.165, -0.140, -0.205, -0.160, -0.216, -0.024, 0.161, 0.100, 0.138, 0.140, 0.106, 0.144, 0.114, -0.207, -0.110, -0.180, -0.101, -0.276, 0.089, 0.088, 0.153, 0.130, 0.096, 0.096, 0.106, 0.112, -0.207, -0.122, -0.169, -0.147, -0.230, 0.150, 0.079, 0.061, 0.116, 0.066, 0.123, 0.073, 0.185, -0.173, -0.155, -0.146, -0.128, -0.245, 0.174, 0.076, 0.115, 0.067, 0.096, 0.076, 0.142, 0.138, -0.155, -0.144, -0.214, -0.143, -0.255, 0.133, 0.124, 0.131, 0.052, 0.094, 0.138, 0.149, 0.078, -0.141, -0.232, -0.265, -0.136, -0.136, 0.088, 0.142, 0.123, 0.101, 0.094, 0.130, 0.100, 0.125, -0.191, -0.189, -0.192, -0.154, -0.187, 0.029, 0.154, 0.110, 0.136, 0.144, 0.136, 0.043, 0.158, -0.101, -0.161, -0.134, -0.085, -0.291, 0.069, 0.067, 0.098, 0.128, 0.155, 0.080, 0.057, 0.108]}


Record 2
{"formula": "C5H10N3S", "method": "the ωB97M-V functional and the def2-TZVPD basis", "lumo_energy_ha": -0.1890, "orbital_gap_ev": 8.403, "total_charge": 1, "relative_energy_kj_mol": 338.4, "elements": ["C", "C", "C", "C", "C", "N", "N", "N", "S", "H", "H", "H", "H", "H", "H", "H", "H", "H", "H"], "positions_angstrom": [[2.2435, 0.0409, -0.1511], [0.2120, -0.6234, -0.3582], [0.6547, -2.7894, -1.5148], [0.3859, 1.5054, 0.7408], [-2.3039, -0.8140, -0.0322], [2.3134, -1.1020, -0.7578], [1.0561, -1.5270, -0.8682], [0.9759, 0.3870, 0.1356], [-2.9442, 0.7780, 0.1047], [3.0911, 0.6348, 0.2227], [1.2536, -3.6203, -1.2460], [-0.4548, -2.8945, -1.2148], [0.8826, -2.6060, -2.6503], [-0.5673, 1.1375, 1.1586], [1.1735, 2.0237, 1.3724], [0.1371, 2.2680, -0.0003], [-2.4137, -1.1824, -1.1551], [-2.1135, -1.5659, 0.7334], [-3.1486, 0.7127, 1.4540]], "atomic_forces_ev_per_a": [[1.714, 0.741, 0.705], [-2.105, -0.695, 0.420], [-1.200, 1.986, -2.050], [0.370, 2.215, 0.793], [1.173, 0.370, -3.562], [1.519, -0.230, -0.067], [-1.315, 0.830, 0.736], [-0.706, -2.888, -1.801], [-0.097, -1.569, 0.984], [-0.379, -0.488, -0.605], [0.512, -0.603, 0.797], [1.917, -0.174, -0.982], [-1.058, -0.586, 1.972], [0.910, 0.707, 0.603], [-1.441, -0.851, -0.002], [-0.097, -0.125, -0.176], [0.474, 0.607, 2.713], [-0.382, 0.471, 0.000], [0.191, 0.280, -0.479]], "nbo_charge": [0.187, 0.268, -0.400, -0.408, -0.387, -0.232, -0.207, -0.392, 0.263, 0.236, 0.243, 0.221, 0.239, 0.220, 0.242, 0.223, 0.268, 0.255, 0.161]}